Below is 6 unconnected molecules or ions with the total composition C30H76N4O10 at a distorted geometry, with properties calculated with ωB97M-V/def2-TZVPD.

XYZ file:
```
120
Properties=species:S:1:pos:R:3:forces:R:3
C 2.190 0.545 -1.355 -2.25 3.18 0.36
O 2.912 1.103 -2.436 -0.83 -0.75 0.04
C 4.268 1.316 -2.053 -1.72 0.27 -6.41
C 4.952 1.625 -3.450 1.70 -2.13 1.09
N 6.383 1.947 -3.415 -2.26 2.85 -1.22
C 7.187 0.880 -3.077 1.02 1.66 4.34
C 8.671 1.180 -3.085 -0.34 -2.33 0.10
O 9.304 -0.068 -2.703 0.18 0.27 2.34
C 9.013 -0.460 -1.319 0.20 0.55 -0.83
H 2.319 -0.467 -1.108 0.56 -1.45 -0.05
H 1.081 0.801 -1.361 0.95 -0.80 -1.18
H 2.351 1.195 -0.509 0.95 -0.28 0.99
H 4.544 0.505 -1.552 1.94 -3.49 2.00
H 4.282 2.125 -1.468 0.41 3.25 2.21
H 4.417 2.379 -3.914 -1.07 1.89 -0.58
H 4.913 0.820 -4.191 -0.56 -0.48 0.59
H 6.453 2.660 -2.723 0.52 0.90 0.38
H 6.949 0.137 -3.706 -0.50 -3.26 -2.02
H 6.893 0.660 -1.990 0.70 -0.86 -1.12
H 8.897 2.065 -2.494 0.40 -0.07 0.34
H 9.093 1.221 -4.057 -0.06 0.97 -1.15
H 8.636 0.390 -0.755 0.43 0.36 0.20
H 9.883 -0.905 -0.807 -0.19 0.28 -0.56
H 8.180 -1.140 -1.284 -0.21 -0.72 -0.20
C -3.666 -1.555 -1.909 -0.10 1.13 0.72
O -2.892 -0.478 -2.440 -0.06 -1.22 -0.62
C -2.437 0.540 -1.572 -3.48 -0.78 0.88
C -2.319 1.754 -2.412 -1.56 1.22 0.79
N -2.062 2.899 -1.509 1.45 0.22 -0.58
C -3.112 3.971 -1.328 0.54 -1.61 -2.54
C -4.441 3.443 -0.820 0.55 0.66 -0.43
O -5.497 4.409 -0.901 -0.58 -0.34 1.07
C -6.806 3.749 -0.867 0.37 2.56 -2.58
H -3.047 -2.267 -1.331 -0.17 0.10 -0.62
H -4.268 -2.012 -2.705 0.71 -0.07 0.01
H -4.417 -1.163 -1.198 0.30 0.01 -0.05
H -1.562 0.268 -1.015 0.61 -0.19 0.24
H -3.318 0.737 -0.837 1.55 -0.21 -0.74
H -3.289 1.834 -2.954 0.54 0.23 0.30
H -1.600 1.578 -3.167 1.15 0.28 -0.77
H -1.065 3.247 -1.716 -2.50 -0.03 0.65
H -3.343 4.395 -2.301 -0.02 0.45 -0.31
H -2.621 4.688 -0.773 0.56 1.66 1.55
H -4.224 2.913 0.094 -0.79 0.10 0.95
H -4.706 2.745 -1.555 -0.36 -1.76 -0.92
H -7.022 3.321 0.040 -0.11 -1.32 2.33
H -6.803 3.024 -1.679 -0.30 -0.23 0.04
H -7.670 4.492 -1.036 1.74 -0.72 -0.02
C 1.062 5.937 0.879 -0.54 1.75 -2.66
O 1.108 4.849 0.005 -1.20 1.19 -0.03
C 1.731 3.779 0.614 -0.29 0.56 -0.04
C 3.149 4.003 0.388 2.54 -1.26 -2.54
N 4.006 2.938 0.786 -0.24 -1.08 -0.07
C 4.306 2.945 2.205 2.15 -0.71 -2.91
C 5.136 1.734 2.454 1.34 0.75 1.86
O 6.205 2.168 3.258 1.46 0.34 2.57
C 6.962 1.137 3.882 -0.44 0.60 0.53
H 0.517 5.757 1.716 -1.61 -1.20 2.84
H 0.421 6.683 0.373 0.85 0.14 0.03
H 2.008 6.332 1.206 0.65 0.25 -0.31
H 1.417 2.961 0.047 -0.29 -1.74 -0.64
H 1.407 3.623 1.610 -0.30 -0.06 1.30
H 3.664 4.883 0.702 -0.64 1.51 0.40
H 3.229 3.950 -0.726 -0.11 0.69 0.53
H 4.746 2.816 0.074 -0.12 0.12 1.75
H 3.462 2.987 2.764 -3.14 -0.65 1.38
H 4.777 3.827 2.579 1.29 0.88 -0.14
H 5.753 1.382 1.694 -0.32 -0.92 -2.84
H 4.632 0.923 2.918 -0.80 -0.82 0.44
H 7.933 1.520 4.231 -0.68 0.27 0.22
H 7.236 0.360 3.219 0.16 -0.97 -1.37
H 6.392 0.616 4.676 0.22 0.52 0.03
C -7.083 -10.163 -1.146 -0.96 1.80 -0.71
O -7.368 -9.079 -0.263 -0.19 -0.96 -0.01
C -7.049 -7.802 -0.751 -1.28 0.00 1.03
C -6.964 -6.871 0.468 2.42 0.73 -1.82
N -6.429 -5.628 -0.171 1.19 -1.85 -1.57
C -6.244 -4.522 0.690 -1.65 1.21 -3.57
C -5.386 -3.494 -0.098 -0.71 -1.37 1.61
O -5.079 -2.522 0.815 3.39 1.46 2.57
C -3.691 -2.829 1.415 -2.31 1.12 -0.48
H -7.330 -11.104 -0.676 0.03 -0.04 -0.01
H -6.085 -10.039 -1.448 1.99 -0.61 0.08
H -7.551 -10.006 -2.137 -0.76 -0.40 0.50
H -7.860 -7.383 -1.358 -0.13 -0.23 -0.13
H -6.194 -7.766 -1.406 0.87 -0.24 0.09
H -6.252 -7.220 1.273 -1.01 0.00 -0.58
H -7.968 -6.699 0.794 -0.42 0.16 0.67
H -5.430 -5.796 -0.493 -1.82 -0.56 0.20
H -5.856 -4.938 1.514 1.84 -0.33 3.94
H -7.250 -4.093 0.838 0.59 0.29 0.52
H -6.109 -3.140 -0.809 0.23 0.57 -0.90
H -4.408 -3.816 -0.524 -1.07 -0.69 -0.36
H -3.062 -2.932 0.578 1.00 -0.12 -1.07
H -3.569 -3.713 2.021 -0.86 -0.59 0.17
H -3.325 -2.001 2.001 -0.48 0.45 0.05
C 2.457 -0.706 2.345 -1.74 2.74 0.74
C 1.591 -1.753 1.868 -2.13 -2.49 1.09
C 0.608 -2.193 2.975 -0.08 -0.65 1.83
O 0.784 -1.280 0.831 -0.47 0.87 -1.52
H 2.049 -0.131 3.181 -0.52 0.11 -0.20
H 2.727 -0.005 1.611 0.36 0.91 -1.29
H 3.295 -1.027 2.766 3.83 -1.94 1.50
H 2.156 -2.618 1.557 0.33 -0.36 -0.33
H 1.051 -2.432 3.983 0.22 0.37 -1.00
H 0.022 -3.098 2.786 0.15 0.02 -0.64
H -0.133 -1.417 3.207 0.33 0.11 -0.34
H 0.597 -1.913 0.132 0.16 -0.19 0.25
C -1.946 0.224 1.662 -0.72 0.96 3.16
C -1.041 1.403 1.521 0.79 1.65 -2.09
C -1.617 2.781 1.898 0.69 0.57 1.14
O 0.172 1.217 2.222 -0.24 1.15 0.82
H -2.859 0.364 1.109 -0.30 -0.19 -0.05
H -2.166 0.114 2.799 0.02 0.09 -1.74
H -1.399 -0.629 1.384 0.36 -1.24 -0.62
H -0.812 1.533 0.392 -0.20 -0.31 1.54
H -1.538 3.125 2.991 0.00 -0.90 -1.50
H -2.623 2.834 1.593 -1.66 -0.38 0.09
H -1.262 3.593 1.258 0.89 -0.16 0.19
H 0.589 0.414 1.957 0.08 -0.66 -0.61
```
Forces are in eV/Å.

max |F| = 0.1292 Eh/bohr
E_HOMO = -0.3144 hartree
SMILES string = COCCNCCOC.COCCNCCOC.COCCNCCOC.COCCNCCOC.CC(C)O.CC(C)O
gap between HOMO and LUMO = 0.322 Eh